This record from the OMol25 dataset describes Cl2FO8Sr4 as an isolated structure at a distorted geometry. The level of theory is wB97M-V/def2-TZVPD.

Last column: Löwdin charge in e.
Positions of all 15 atoms, in Å:
Sr  -3.2095  -0.1950  2.8664  1.90
Sr  -1.4164  -1.0044  -0.7692  1.74
Sr  -1.4754  3.2230  0.4824  1.82
Sr  0.6585  0.9902  3.1934  1.86
F  -1.3570  0.7897  1.3637  -0.81
Cl  0.5951  1.8201  -2.1308  0.53
O  -0.3863  1.4020  -1.2000  -0.66
O  0.2545  1.0631  -3.2516  -0.21
O  0.6550  3.1406  -2.4523  -0.20
O  1.7737  1.5893  -1.4784  -0.23
Cl  0.8170  -2.5879  0.6628  0.51
O  1.5186  -1.8649  -0.3658  -0.26
O  1.5215  -3.3712  1.5421  -0.15
O  0.1350  -1.6501  1.4863  -0.54
O  -0.0842  -3.3446  0.0510  -0.28

As for the total charge: +5. The maximum force is 10.74 eV/Å. The HOMO-LUMO gap is 2.912 eV. The highest occupied orbital energy comes out at -23.845 eV. The value obtained for the relative energy (zero: lowest compared OMol25 entry of this formula, charge and spin) is 128.2 kcal/mol.